# 1
14
Properties=species:S:1:pos:R:3 method="wB97M-V/def2-TZVPD" molar_mass_g_mol=114.1 e_above_lowest_kj_mol=485.02 e_homo_ev=-7.54 energy_ha=-412.0242
C 0.496 0.253 -1.216
C 0.263 -0.399 0.810
C -1.002 0.000 0.542
H 1.438 1.753 -2.211
H 2.243 0.214 -1.633
H 1.838 -0.487 1.948
H -2.367 -0.669 1.740
H -2.511 1.245 1.444
H -1.421 0.999 -1.326
N 1.365 0.712 -2.235
N 1.154 -0.360 -0.251
N -2.211 0.195 0.980
N -0.757 0.232 -0.817
O 0.673 -0.953 1.936



# 2
96
Properties=species:S:1:pos:R:3 method="wB97M-V/def2-TZVPD" molar_mass_g_mol=1098.0 charge=-2 e_above_lowest_kj_mol=197.17 e_homo_ev="-0.37 / 0.04" energy_ha=-5401.9436
Pb -0.279 -0.253 -0.719
O 3.257 0.402 2.831
C 2.851 1.496 3.510
C 3.273 1.737 4.853
C 2.877 2.890 5.532
C 2.012 3.813 4.909
C 1.523 3.553 3.626
C 1.942 2.388 2.899
C 1.467 2.028 1.542
O 1.802 0.906 1.004
N 0.573 2.868 0.996
N 0.127 2.382 -0.140
C -0.282 3.223 -1.036
C -0.697 2.783 -2.349
C -1.581 3.623 -3.083
C -1.888 3.257 -4.393
C -1.342 2.060 -4.878
C -0.568 1.244 -4.053
N -0.304 1.548 -2.747
H 2.689 0.454 1.886
H 3.994 1.069 5.262
H 3.206 3.086 6.546
H 1.683 4.726 5.415
H 0.815 4.243 3.150
H -0.378 4.298 -0.814
H -2.028 4.457 -2.560
H -2.505 3.900 -5.019
H -1.490 1.757 -5.904
H -0.248 0.301 -4.441
N -2.262 -1.883 -1.662
C -3.222 -1.193 -2.466
C -3.675 -1.693 -3.724
C -4.728 -1.023 -4.365
C -5.277 0.166 -3.852
C -4.761 0.714 -2.659
C -5.419 1.816 -2.081
C -4.965 2.285 -0.877
C -3.841 1.648 -0.296
N -3.159 0.619 -0.791
C -3.691 0.078 -1.954
H -1.969 -2.677 -2.204
H -2.571 -2.223 -0.704
H -3.192 -2.578 -4.176
H -5.086 -1.380 -5.324
H -6.076 0.691 -4.374
H -6.220 2.290 -2.647
H -5.500 3.049 -0.330
H -3.410 2.059 0.640
N 2.119 -5.329 1.900
N 1.681 -4.027 2.014
N 1.462 -3.283 3.123
C 0.936 -2.147 2.600
N 0.899 -2.210 1.234
N 1.290 -3.398 0.850
H 2.305 -5.658 2.862
H 2.989 -5.388 1.386
H 0.522 -1.365 3.219
N 10.149 -1.445 -5.111
C 9.030 -1.480 -4.759
C 7.645 -1.534 -4.397
C 6.976 -2.762 -4.273
C 5.718 -2.825 -3.744
C 5.007 -1.668 -3.374
C 5.642 -0.444 -3.595
C 6.933 -0.355 -4.080
N 3.717 -1.789 -2.824
C 2.958 -2.972 -2.686
C 1.764 -2.591 -2.167
N 1.747 -1.239 -1.910
C 2.916 -0.801 -2.342
H 7.457 -3.637 -4.662
H 5.291 -3.807 -3.523
H 5.102 0.514 -3.412
H 7.384 0.608 -4.284
H 3.288 -3.968 -3.002
H 0.963 -3.211 -1.854
H 3.320 0.212 -2.257
F -3.486 2.474 7.696
C -3.258 1.760 6.577
C -4.139 0.709 6.312
C -3.984 -0.002 5.152
C -2.967 0.339 4.221
C -2.888 -0.470 2.980
C -2.109 1.409 4.521
C -2.254 2.149 5.680
H -4.895 0.448 7.061
H -4.542 -0.886 4.952
H -3.852 -0.506 2.431
H -2.088 -0.159 2.286
H -1.347 1.651 3.809
H -1.599 2.982 5.956
O -2.545 -1.801 3.463
Se -3.124 -3.159 2.187
O -4.799 -2.756 2.094
O -2.257 -2.653 0.803
O -2.550 -4.530 2.904



# 3
143
Properties=species:S:1:pos:R:3 method="wB97M-V/def2-TZVPD" molar_mass_g_mol=1261.3 charge=+3 e_homo_ev=-13.16 energy_ha=-4504.0821
Ir -0.692 -0.841 -0.326
C 4.703 4.427 11.110
O 3.497 4.809 10.448
C 3.155 4.157 9.329
C 1.952 4.561 8.737
C 1.513 3.957 7.585
C 2.260 2.932 6.989
C 3.455 2.539 7.585
C 3.912 3.138 8.747
C 1.760 2.316 5.770
N 0.663 2.670 5.121
C 0.589 1.830 4.058
C 1.650 0.938 4.034
N 2.390 1.269 5.142
C 1.834 -0.043 3.021
C 2.909 -0.936 2.869
C 2.928 -1.780 1.790
C 1.863 -1.802 0.888
N 0.814 -1.001 1.026
C 0.821 -0.094 2.046
C -0.240 0.859 2.030
N -1.064 0.760 0.956
C -2.070 1.614 0.835
C -2.299 2.601 1.801
C -1.468 2.723 2.884
C -0.391 1.833 3.018
H 4.770 5.060 11.988
H 5.568 4.602 10.468
H 4.662 3.381 11.415
H 1.385 5.353 9.208
H 0.583 4.271 7.131
H 4.071 1.755 7.158
H 4.843 2.815 9.184
H 3.247 0.847 5.455
H 3.728 -0.942 3.577
H 3.747 -2.467 1.631
H 1.838 -2.504 0.073
H -2.703 1.506 -0.032
H -3.142 3.265 1.666
H -1.623 3.485 3.639
C -2.798 -3.318 -1.145
C -2.773 -3.459 0.355
P -2.065 -1.962 1.144
C -3.493 -0.954 1.656
C -3.526 -0.350 2.913
C -4.627 0.399 3.300
C -5.696 0.566 2.431
C -5.664 -0.017 1.171
C -4.568 -0.774 0.785
C -1.507 -2.712 2.718
C -0.210 -3.022 3.110
C 0.032 -3.722 4.284
C -1.022 -4.137 5.079
C -2.325 -3.866 4.685
C -2.570 -3.161 3.520
P -1.166 -2.749 -1.730
C -0.033 -4.156 -1.627
C 1.339 -3.923 -1.671
C 2.237 -4.981 -1.670
C 1.768 -6.285 -1.619
C 0.400 -6.531 -1.598
C -0.496 -5.474 -1.616
C -1.562 -2.603 -3.496
C -2.528 -1.671 -3.876
C -3.046 -1.688 -5.160
C -2.602 -2.631 -6.077
C -1.633 -3.552 -5.709
C -1.112 -3.542 -4.424
H -3.528 -2.581 -1.480
H -3.041 -4.238 -1.678
H -2.147 -4.302 0.655
H -3.757 -3.612 0.800
H -2.710 -0.488 3.612
H -4.653 0.843 4.287
H -6.561 1.140 2.740
H -6.502 0.099 0.497
H -4.577 -1.231 -0.197
H 0.634 -2.763 2.498
H 1.050 -3.955 4.568
H -0.835 -4.684 5.994
H -3.158 -4.203 5.288
H -3.596 -2.964 3.243
H 1.699 -2.904 -1.771
H 3.302 -4.790 -1.720
H 2.465 -7.113 -1.611
H 0.031 -7.548 -1.577
H -1.556 -5.696 -1.617
H -2.893 -0.941 -3.167
H -3.812 -0.978 -5.441
H -3.021 -2.655 -7.075
H -1.290 -4.292 -6.421
H -0.371 -4.281 -4.145
C 3.166 -2.173 -4.140
C 1.799 -1.560 -4.332
C 1.307 -1.616 -5.755
O 1.828 -0.117 -3.971
P 1.705 0.508 -2.552
O 1.166 -0.372 -1.461
C 0.609 1.921 -2.758
P -1.157 1.560 -2.830
O -1.523 0.505 -1.824
O -1.535 1.084 -4.259
C -1.581 2.046 -5.401
C -0.780 1.441 -6.525
C -3.030 2.306 -5.728
O -1.895 2.924 -2.651
C -1.372 4.246 -2.228
C -2.420 5.244 -2.659
C -1.089 4.299 -0.746
O 3.079 1.066 -2.096
C 4.179 1.761 -2.828
C 3.635 2.803 -3.776
C 5.079 0.748 -3.485
H 3.087 -3.254 -4.267
H 3.567 -1.981 -3.142
H 3.874 -1.800 -4.879
H 1.076 -2.015 -3.656
H 1.936 -0.996 -6.396
H 0.273 -1.278 -5.828
H 1.362 -2.642 -6.119
H 0.906 2.453 -3.666
H 0.778 2.575 -1.901
H -1.108 2.970 -5.057
H -1.265 0.541 -6.907
H 0.230 1.185 -6.204
H -0.710 2.162 -7.340
H -3.528 1.377 -6.002
H -3.097 2.987 -6.577
H -3.554 2.755 -4.886
H -0.459 4.404 -2.807
H -3.361 5.054 -2.142
H -2.594 5.197 -3.733
H -2.086 6.252 -2.411
H -2.022 4.292 -0.186
H -0.567 5.229 -0.520
H -0.470 3.473 -0.388
H 4.699 2.247 -2.006
H 3.056 2.350 -4.585
H 4.475 3.324 -4.236
H 3.031 3.550 -3.259
H 4.611 0.317 -4.369
H 5.351 -0.049 -2.793
H 5.995 1.249 -3.799



# 4
109
Properties=species:S:1:pos:R:3 method="wB97M-V/def2-TZVPD" molar_mass_g_mol=1614.8 e_homo_ev=-9.22 energy_ha=-26806.5680
C 6.646 -5.659 -0.350
C 7.721 -5.555 -1.423
O 8.583 -4.647 -1.253
N 7.862 -6.495 -2.333
C 8.981 -6.527 -3.267
H 7.014 -5.175 0.554
H 6.429 -6.700 -0.108
H 5.805 -5.131 -0.799
H 7.156 -7.216 -2.280
H 9.584 -5.620 -3.315
H 8.641 -6.779 -4.272
H 9.398 -7.426 -2.813
C 8.544 9.027 6.319
C 7.574 7.962 6.999
O 7.716 6.768 6.744
N 6.497 8.320 7.728
C 5.934 9.705 7.924
H 8.413 9.059 5.237
H 9.556 8.634 6.223
H 8.487 10.029 6.743
H 5.867 7.550 7.904
H 6.639 10.275 8.529
H 4.916 9.748 8.311
H 6.023 10.297 7.013
C -14.149 -6.093 3.774
C -13.195 -5.025 3.307
O -11.811 -5.290 3.530
C -11.011 -5.329 2.395
O -11.332 -5.031 1.220
C -9.577 -5.665 2.790
F -8.868 -4.768 2.188
F -9.340 -5.650 4.098
F -9.386 -6.971 2.450
H -13.785 -7.072 3.463
H -15.222 -5.981 3.620
H -14.062 -6.146 4.859
H -13.480 -4.189 3.946
H -13.440 -4.731 2.287
C 2.279 -7.237 -6.280
C 1.512 -6.348 -5.398
O 0.173 -6.776 -5.358
C -0.628 -6.567 -4.273
O -0.249 -6.039 -3.139
C -2.014 -7.080 -4.432
F -2.660 -7.241 -3.298
F -2.700 -6.227 -5.265
F -2.085 -8.270 -5.021
H 3.350 -7.066 -6.180
H 1.950 -7.186 -7.319
H 2.291 -8.237 -5.848
H 1.479 -5.289 -5.653
H 1.970 -6.391 -4.410
C 8.598 4.726 -5.870
C 7.094 4.788 -5.321
O 6.964 3.669 -4.501
C 5.917 2.755 -4.536
O 5.076 2.855 -5.431
C 6.062 1.586 -3.574
F 6.835 1.988 -2.572
F 4.837 1.135 -3.225
F 6.589 0.657 -4.272
H 9.236 4.743 -4.986
H 8.871 5.599 -6.463
H 8.918 3.811 -6.370
H 6.412 4.789 -6.171
H 6.847 5.724 -4.821
C -6.310 8.008 -6.777
C -6.352 6.670 -7.592
O -5.706 5.609 -6.845
C -5.508 4.398 -7.414
O -5.737 4.130 -8.589
C -4.817 3.418 -6.426
F -5.685 2.444 -6.297
F -3.753 2.834 -6.927
F -4.449 4.021 -5.343
H -5.291 8.284 -6.503
H -6.996 7.855 -5.944
H -6.850 8.785 -7.317
H -5.802 6.974 -8.483
H -7.374 6.320 -7.740
C -1.393 -0.053 1.208
C -0.937 -0.993 2.356
O -0.843 -0.217 3.531
C 0.292 0.598 3.718
O 1.280 0.401 3.041
C 0.142 1.769 4.645
F 1.281 2.047 5.298
F -0.271 2.733 3.878
F -0.827 1.541 5.564
H -2.380 0.396 1.322
H -1.415 -0.758 0.377
H -0.652 0.718 0.996
H 0.057 -1.398 2.168
H -1.749 -1.707 2.492
C -6.908 0.010 7.967
Br -6.640 -0.088 6.031
Br -6.531 -1.880 8.799
Br -8.924 0.291 8.219
H -6.222 0.734 8.407
C -1.008 -7.291 8.034
Br 0.376 -8.485 8.844
Br -1.119 -7.322 5.972
Br -0.584 -5.431 8.599
H -1.978 -7.527 8.472
C 2.760 8.491 2.120
Br 1.599 7.748 0.677
Br 1.687 8.977 3.624
Br 3.934 9.889 1.343
H 3.354 7.681 2.543